[1]
Formula: C5H11N2O2S
Source: the Open Molecules 2025 dataset
Level of theory: ωB97M-V/def2-TZVPD

XYZ file:
```
21
C5H11N2O2S ωB97M-V/def2-TZVPD
H -0.276 -1.808 0.088
O 3.550 -1.057 0.689
H -1.724 1.348 -1.109
C -0.358 0.260 -0.057
H 1.713 -0.399 -0.174
S 3.171 -2.453 0.535
C -2.496 -1.059 0.497
C -1.183 1.483 -0.108
N 3.074 3.360 -1.004
H 0.772 -0.389 -1.713
H -0.593 -0.848 1.564
H -2.889 -0.327 1.215
H -1.830 1.638 0.692
N 2.327 2.940 -0.329
H -0.507 2.323 -0.131
H 1.221 1.236 -0.986
C -0.854 -0.970 0.456
O 1.750 -2.551 0.287
C 0.947 0.160 -0.756
H -3.078 -0.730 -0.426
H -2.736 -2.157 0.770
```

- Charge: +1

[2]
Formula: C5H11N2O2S
Source: the Open Molecules 2025 dataset
Level of theory: ωB97M-V/def2-TZVPD

XYZ file:
```
21
C5H11N2O2S ωB97M-V/def2-TZVPD
N 2.094 0.122 -0.955
H 2.321 -2.432 0.115
C -2.017 1.106 2.155
H -2.337 0.028 -2.210
H -0.565 0.068 -2.461
S -0.247 0.829 1.875
H -2.121 0.941 3.200
O 3.233 -0.046 -1.412
H -2.204 0.780 -0.157
H -2.504 2.039 1.866
H 2.001 1.873 -1.959
H 2.873 -1.236 1.388
H 1.341 -1.952 1.495
H -2.438 0.165 1.732
O 1.396 1.254 -1.515
C -0.299 0.113 0.287
C 1.971 -1.655 0.769
C -1.417 -0.328 -1.784
H -1.305 -1.399 -1.950
N -1.311 0.284 -0.474
C 1.534 -0.553 -0.003
```

- Charge: +1

[3]
Formula: C5H11N2S2
Source: the Open Molecules 2025 dataset
Level of theory: ωB97M-V/def2-TZVPD

XYZ file:
```
20
C5H11N2S2 ωB97M-V/def2-TZVPD
C 0.675 -0.803 -0.795
N -0.518 -0.014 1.195
C 1.643 0.683 0.820
H -4.636 -1.435 0.455
H 0.388 0.942 -2.076
H 1.513 2.493 -0.403
H 2.635 0.173 0.518
H 1.441 -1.731 -0.944
H -1.968 1.399 1.249
H -3.225 -0.609 1.608
H 1.153 -1.345 1.292
S -3.583 0.373 -0.543
S -1.149 1.097 0.309
H -0.355 -1.046 -1.112
H 2.030 0.546 -2.018
C 1.110 0.570 -1.420
N 1.146 1.485 -0.247
C 0.663 -0.528 0.733
H 1.580 1.211 1.717
C -3.891 -0.678 0.688
```

- Charge: +1

[4]
Formula: C5H11N3
Source: the Open Molecules 2025 dataset
Level of theory: ωB97M-V/def2-TZVPD

XYZ file:
```
19
C5H11N3 ωB97M-V/def2-TZVPD
H -1.044 1.295 0.904
C -0.643 -1.120 0.603
N -0.907 2.121 -1.219
H 0.829 -0.380 2.634
H -1.121 2.618 -1.971
H -1.396 -1.313 1.396
H -1.201 -1.921 -0.260
N -0.261 -0.136 -2.085
C -0.545 0.816 -1.046
H -0.555 -0.885 -1.949
H -0.517 0.384 -2.976
C 0.538 -1.765 0.963
H 0.924 1.543 1.085
N 0.964 0.534 0.832
H 0.222 -2.582 1.482
H 1.467 -2.221 0.129
H 2.623 -0.750 1.684
C 1.380 -0.574 1.664
C -0.530 0.406 0.341
```

- Charge: 0

[5]
Formula: C5H11N3
Source: the Open Molecules 2025 dataset
Level of theory: ωB97M-V/def2-TZVPD

XYZ file:
```
19
C5H11N3 ωB97M-V/def2-TZVPD
H -0.184 -1.189 -1.773
H -2.199 -2.280 0.509
H -2.084 -0.504 -0.039
C -0.108 -1.221 0.167
C 0.258 0.146 0.928
H -1.691 2.025 0.637
N -1.673 1.303 -0.057
C 2.036 0.185 0.521
C -0.355 0.893 -0.313
H 2.625 -0.455 0.964
N -1.519 -1.445 -0.052
H 0.569 -2.096 0.619
H 1.965 0.548 -1.298
H 0.191 1.862 -0.607
N 1.683 -0.193 -0.832
C 0.183 -0.529 -0.967
H -2.094 1.806 -0.864
H 2.596 1.222 0.522
H -0.199 -0.077 1.935
```

- Charge: 0

[6]
Formula: C5H11N3
Source: the Open Molecules 2025 dataset
Level of theory: ωB97M-V/def2-TZVPD

XYZ file:
```
19
C5H11N3 ωB97M-V/def2-TZVPD
N 2.730 0.070 1.741
C -1.922 -0.021 -0.374
C 1.723 -0.485 -1.318
H 0.011 -1.168 2.308
H -1.399 0.688 1.640
C -0.459 -1.148 1.334
H -0.260 -1.990 0.681
H 0.817 -0.735 -1.866
N 2.877 -0.790 -1.423
H -1.652 -0.872 -1.007
H -0.528 1.399 -1.271
C -1.600 1.299 -1.087
H -1.906 2.153 -0.480
C -1.234 -0.140 0.954
H 3.650 -0.311 2.044
H 1.562 0.252 -0.254
H -2.117 1.363 -2.046
N 2.714 0.515 0.646
H -3.006 -0.081 -0.222
```

- Charge: 0

[7]
Formula: C5H11N3
Source: the Open Molecules 2025 dataset
Level of theory: ωB97M-V/def2-TZVPD

XYZ file:
```
19
C5H11N3 ωB97M-V/def2-TZVPD
H 2.263 0.373 1.557
N 1.226 1.000 -0.652
C -0.977 0.949 0.480
H 1.873 -2.480 -0.697
N -1.216 -0.438 0.142
H 1.342 -0.647 -1.128
C 0.541 0.975 0.437
H 0.711 -0.138 2.249
C 1.229 0.663 1.727
N 0.166 -1.740 0.180
H 0.701 1.334 -1.459
H -1.857 -1.656 -1.416
C 1.110 -1.712 -0.602
H -1.406 1.663 -0.231
H -1.092 -0.167 -1.982
H 1.191 1.543 2.374
H -1.353 1.173 1.481
C -1.738 -0.596 -1.198
H -2.714 -0.100 -1.263
```

- Charge: 0

[8]
Formula: C5H11N3
Source: the Open Molecules 2025 dataset
Level of theory: ωB97M-V/def2-TZVPD

XYZ file:
```
19
C5H11N3 ωB97M-V/def2-TZVPD
C -0.869 -0.750 0.037
H -2.998 -0.997 0.707
C 1.424 0.251 0.119
N 2.211 0.748 -0.728
H 0.960 -0.325 2.136
C -0.419 1.215 -1.371
C -2.545 -0.305 0.006
H -2.894 -0.488 -1.005
H -1.418 1.633 -1.301
N -0.653 -1.927 0.385
H 3.172 0.882 -0.408
H 0.309 2.026 -1.354
H 2.638 0.238 1.873
H 2.129 -1.371 1.349
N -0.159 0.349 -0.232
C 1.807 -0.334 1.453
H -0.290 0.690 -2.319
H -2.711 0.721 0.319
H 0.305 -2.255 0.336
```

- Charge: 0

Ordered DFT total energy results: -23265.48943 -23260.92706 -30002.97614 -9827.80521 -9827.11454 -9828.09701 -9829.00630 -9832.14814; unit eV.
Ordered ΔE to the lowest compared entry with this formula, charge and spin results: 106.4 546.6 497.0 588.7 655.3 560.5 472.8 169.6; unit kJ/mol.